The following is a DFT calculation (ωB97M-V with the def2-TZVPD basis set) of an isolated molecule of C28H31N3O2.

Structure (XYZ):
```
64
Properties=species:S:1:pos:R:3:lowdin_charge:R:1
C 4.11605 6.90619 -0.79579 -0.083
O 3.74081 5.62455 -0.35945 -0.114
C 4.71543 4.67638 -0.17514 -0.197
C 6.05359 4.89117 -0.47300 -0.029
C 6.99036 3.88096 -0.32780 -0.096
C 6.59575 2.63840 0.12690 -0.098
C 5.27049 2.42179 0.45261 -0.026
C 4.30663 3.41871 0.31733 -0.160
N 3.00007 3.11712 0.70881 -0.099
C 2.30784 2.03660 0.04272 -0.133
C 1.32617 1.38763 1.02527 -0.119
N 0.42351 2.39271 1.52765 -0.045
C -0.91948 2.41834 1.37009 -0.426
O -1.61239 3.30987 1.82688 0.072
C -1.52301 1.27649 0.61064 -0.158
C -1.38758 1.18893 -0.76947 -0.029
C -2.01361 0.17186 -1.46810 -0.027
C -2.78999 -0.76722 -0.80381 -0.221
C -3.49309 -1.86791 -1.55034 -0.158
N -3.40574 -3.12588 -0.83372 -0.174
C -2.05487 -3.64908 -0.78365 -0.182
C -1.99223 -4.72256 0.29644 -0.117
C -3.05612 -5.75911 0.07861 -0.177
C -2.95132 -7.01708 0.65910 -0.042
C -3.93556 -7.96885 0.47288 -0.090
C -5.04286 -7.66852 -0.30339 -0.091
C -5.15499 -6.41959 -0.88342 -0.043
C -4.16986 -5.45695 -0.69773 -0.155
C -4.31126 -4.11894 -1.37063 -0.146
C -2.93307 -0.66924 0.57549 -0.021
C -2.30958 0.34418 1.27722 -0.002
C 1.10827 3.50171 2.15540 -0.107
C 2.08449 4.13953 1.16155 -0.139
H 4.80965 7.38540 -0.09706 0.098
H 4.56556 6.87920 -1.79406 0.096
H 3.19202 7.48162 -0.83507 0.095
H 6.37834 5.84939 -0.84663 0.100
H 8.02270 4.07361 -0.57663 0.101
H 7.31637 1.84318 0.24262 0.100
H 4.96411 1.46033 0.83688 0.112
H 3.02632 1.29848 -0.31326 0.120
H 1.74120 2.41606 -0.82531 0.128
H 0.76787 0.58573 0.54184 0.119
H 1.89114 0.97268 1.86941 0.132
H -0.79702 1.92264 -1.29938 0.116
H -1.90006 0.11188 -2.54155 0.112
H -4.55466 -1.60767 -1.63385 0.133
H -3.08819 -1.94685 -2.57693 0.128
H -1.37145 -2.83241 -0.53919 0.120
H -1.74864 -4.07547 -1.75716 0.135
H -1.00517 -5.18954 0.31091 0.118
H -2.15457 -4.24934 1.26917 0.125
H -2.08436 -7.24729 1.26249 0.111
H -3.84039 -8.94291 0.92960 0.100
H -5.81658 -8.40651 -0.45528 0.100
H -6.01739 -6.18191 -1.49065 0.112
H -5.33587 -3.75441 -1.24155 0.130
H -4.14829 -4.26489 -2.45974 0.136
H -3.53745 -1.40200 1.08740 0.117
H -2.43074 0.42346 2.34731 0.122
H 0.35387 4.22190 2.47519 0.123
H 1.66039 3.13391 3.02739 0.133
H 2.64313 4.92796 1.66269 0.131
H 1.51531 4.58158 0.33028 0.132
```

Output
Energy in eV: -38104.6332
Net charge: 0
Energy above the lowest of the compared OMol25 structures with the same formula, charge and spin in kJ/mol: 155.4
SMILES: COc1ccccc1N1CCN(C(=O)c2ccc(CN3CCc4ccccc4C3)cc2)CC1
Lowest unoccupied orbital energy in eV: 0.693
Orbital gap in eV: 8.478